Entry A
Entry from OMol25: a structure of composition C26H26IN9O6S2Ti (ωB97M-V/def2-TZVPD).

Last column: Mulliken spin population.
Element x y z (Å)
Ti -0.10 0.12 0.10  0.9490
C -3.98 1.04 -2.23  0.0008
C -2.94 2.11 -2.38  -0.0041
N -3.28 3.23 -2.97  0.0029
C -2.37 4.22 -3.10  -0.0001
C -1.07 4.12 -2.67  0.0033
C -0.11 5.27 -2.86  0.0012
O 1.03 4.91 -3.64  0.0002
C -0.68 2.91 -2.03  0.0067
C 0.68 2.72 -1.62  0.0127
N 1.09 1.67 -0.99  0.0092
C 2.43 1.51 -0.59  -0.0150
C 3.04 2.50 0.31  0.0073
C 4.06 2.18 1.10  -0.0016
C 4.53 0.77 1.22  0.0004
C 3.91 -0.18 0.16  -0.0106
C 3.09 0.38 -0.91  0.0287
I 2.37 -0.94 -2.35  -0.0048
C -1.63 1.90 -1.86  0.0051
O -1.37 0.75 -1.28  -0.0104
H -4.85 1.30 -2.83  -0.0001
H -4.31 0.96 -1.19  -0.0002
H -3.60 0.07 -2.54  -0.0005
H -2.71 5.12 -3.59  0.0001
H 0.28 5.61 -1.90  -0.0001
H -0.65 6.11 -3.31  0.0000
H 0.75 4.78 -4.55  0.0000
H 1.41 3.47 -1.92  0.0003
H 2.64 3.51 0.28  0.0002
H 4.53 2.92 1.73  0.0000
H 5.61 0.72 1.29  0.0001
H 4.56 -1.01 -0.12  -0.0010
O 2.47 2.26 4.96  0.0000
C 3.30 1.56 4.22  0.0010
O 4.50 1.61 4.35  -0.0004
C 2.77 0.71 3.13  0.0015
C 3.79 -0.03 2.33  -0.0013
N 2.93 -0.74 1.28  0.0147
N 1.60 -0.20 1.35  -0.0189
C 1.61 0.64 2.46  0.0051
C 0.37 1.48 2.61  -0.0034
O 0.19 2.17 3.60  0.0017
O -0.41 1.41 1.58  -0.0073
H 1.53 2.17 4.64  -0.0003
H 4.42 -0.72 2.89  0.0001
H 2.90 -1.76 1.32  -0.0035
N -2.26 -0.51 0.93  0.0041
N -2.73 -1.77 1.34  0.0023
C -2.14 -2.35 2.43  0.0019
N -2.61 -3.59 2.70  -0.0001
S -0.97 -1.60 3.33  0.0002
H -2.46 0.21 1.64  0.0007
H -2.74 -0.27 0.07  -0.0009
H -3.72 -1.93 1.24  0.0000
H -3.07 -4.15 2.00  0.0000
H -2.22 -4.06 3.50  -0.0001
N -2.07 -6.54 -1.90  0.0001
C -2.10 -5.88 -0.74  -0.0013
S -2.94 -6.37 0.59  0.0019
C -1.38 -4.58 -0.72  0.0050
C -0.49 -4.28 0.30  -0.0013
C 0.03 -3.01 0.38  0.0263
N -0.33 -2.02 -0.45  -0.0162
C -1.14 -2.33 -1.47  0.0170
C -1.66 -3.59 -1.66  -0.0033
H -2.56 -7.42 -1.98  0.0000
H -1.46 -6.26 -2.65  0.0001
H -0.24 -5.03 1.04  0.0001
H 0.67 -2.72 1.21  -0.0037
H -1.40 -1.51 -2.13  -0.0013
H -2.35 -3.77 -2.48  -0.0001

The HOMO energy (spin up / spin down) is -10.93 / -11.06 eV. As for the expectation value of S²: 0.753. As for the net charge: +1. Its spin multiplicity is 2.


Entry B
Entry from OMol25: a structure of composition C26H26IN9O6S2Ti (ωB97M-V/def2-TZVPD).

Last column: Mulliken spin population.
Element x y z (Å)
Ti 0.23 -0.53 -0.01  0.7995
C -0.74 -2.84 3.66  -0.0013
C 0.36 -3.31 2.76  0.0095
N 0.82 -4.54 2.89  0.0150
C 1.81 -4.97 2.09  -0.0090
C 2.45 -4.18 1.17  0.0011
C 3.56 -4.73 0.31  0.0089
O 4.78 -4.01 0.43  0.0007
C 2.00 -2.84 1.02  0.0304
C 2.72 -1.87 0.23  0.0242
N 2.21 -0.71 -0.03  0.0050
C 2.91 0.29 -0.73  0.0275
C 3.69 0.03 -1.85  -0.0001
C 4.27 1.07 -2.56  0.0069
C 4.08 2.38 -2.16  -0.0051
C 3.33 2.67 -1.02  0.0037
C 2.75 1.63 -0.32  -0.0179
I 1.68 2.01 1.46  0.0004
C 0.88 -2.43 1.77  0.0203
O 0.34 -1.24 1.61  0.0058
H -0.87 -3.56 4.46  0.0001
H -1.67 -2.75 3.10  0.0000
H -0.49 -1.86 4.08  0.0002
H 2.11 -6.00 2.24  -0.0002
H 3.28 -4.65 -0.75  -0.0022
H 3.70 -5.79 0.53  0.0000
H 5.21 -4.25 1.26  -0.0002
H 3.75 -2.09 -0.04  0.0009
H 3.83 -1.00 -2.17  0.0022
H 4.86 0.85 -3.44  0.0001
H 4.52 3.20 -2.72  -0.0002
H 3.20 3.69 -0.69  -0.0004
O -1.88 4.50 -2.83  0.0000
C -2.09 3.73 -3.90  0.0000
O -2.22 4.19 -5.00  0.0000
C -2.18 2.26 -3.67  0.0012
C -2.62 1.37 -4.62  -0.0008
N -2.51 0.14 -4.08  0.0003
N -1.99 0.16 -2.86  0.0020
C -1.79 1.43 -2.59  0.0042
C -1.19 1.82 -1.28  0.0159
O -1.48 2.87 -0.74  0.0034
O -0.31 1.00 -0.75  0.0030
H -1.88 4.01 -1.99  -0.0001
H -3.00 1.56 -5.61  0.0000
H -2.79 -0.73 -4.49  -0.0002
N -1.90 0.42 1.44  0.0121
N -2.99 -0.42 1.60  -0.0032
C -3.07 -1.61 0.96  -0.0035
N -4.17 -2.33 1.19  0.0019
S -1.88 -2.19 -0.08  0.0269
H -1.45 0.57 2.34  -0.0014
H -2.18 1.31 1.06  -0.0032
H -3.77 -0.11 2.16  0.0005
H -4.92 -2.03 1.79  -0.0010
H -4.25 -3.23 0.75  -0.0010
N 1.92 -2.55 -6.54  -0.0010
C 1.85 -3.29 -5.42  -0.0051
S 2.36 -4.87 -5.43  0.0155
C 1.37 -2.64 -4.18  0.0187
C 1.04 -3.39 -3.05  -0.0039
C 0.62 -2.77 -1.91  0.0434
N 0.51 -1.43 -1.79  -0.0800
C 0.86 -0.70 -2.86  0.0376
C 1.25 -1.25 -4.06  -0.0068
H 2.23 -3.00 -7.38  0.0001
H 1.50 -1.64 -6.61  0.0001
H 1.11 -4.47 -3.10  0.0008
H 0.32 -3.35 -1.05  -0.0006
H 0.79 0.37 -2.77  -0.0013
H 1.51 -0.58 -4.87  -0.0005

The HOMO energy (spin up / spin down) is -9.65 / -11.19 eV. As for the expectation value of S²: 0.760. As for the net charge: +1. Its spin multiplicity is 2.


entry B takes first place; second place is 134.4 kJ/mol up.


Entry A
Entry from OMol25: the molecule C3HClF4N2 (ωB97M-V/def2-TZVPD).

Last column: Mulliken charge in e.
Element x y z (Å)
C -0.17 0.24 -1.17  -0.2082
C -0.14 0.18 0.39  0.7795
C 1.09 -0.38 0.93  0.6223
H 0.52 0.76 -1.41  0.5486
N 1.13 -1.52 1.85  -0.2808
N 1.46 -0.33 2.28  -0.2884
F 0.07 -1.05 -1.53  -0.2207
F -1.23 -0.46 0.82  -0.2635
F -0.35 1.47 0.89  -0.2965
F 2.14 -0.27 0.05  -0.2565
Cl -1.70 0.87 -1.79  -0.1357

The HOMO energy is -11.85 eV. Its spin multiplicity is 1.


Entry B
Entry from OMol25: a structure of composition C3HClF4N2 (ωB97M-V/def2-TZVPD).

Last column: Mulliken charge in e.
Element x y z (Å)
C -1.04 0.39 -0.49  0.0544
C 0.18 0.39 0.47  0.7247
C 1.48 -0.37 -0.04  0.6056
H -0.38 0.01 -1.63  0.2972
N 2.75 0.12 -0.07  -0.3256
N 2.18 0.01 -1.19  -0.1790
F -1.78 1.72 -0.78  -0.2559
F -0.17 0.10 1.77  -0.2324
F 0.64 1.73 0.48  -0.2852
F 1.13 -1.85 -0.07  -0.2963
Cl -2.13 -1.10 -0.11  -0.1074

The HOMO energy is -11.84 eV. Its spin multiplicity is 1.


entry A takes first place; second place is 163.0 kJ/mol up.


Entry A
Entry from OMol25: a cluster of 2 separate species, C4H15N3O in total (ωB97M-V/def2-TZVPD).

Last column: Mulliken charge in e.
Element x y z (Å)
N -0.83 1.90 -0.46  -0.5943
C -0.03 0.71 -0.15  0.4040
C 0.53 -0.11 -1.34  -0.8288
C -0.38 -1.39 -1.51  -0.8379
N -0.23 -2.21 -0.32  -0.4521
C 1.13 1.11 0.75  -1.0798
N 1.59 0.01 1.61  -0.4626
H -0.31 2.49 -1.10  0.2649
H -1.75 1.69 -0.82  0.2343
H -0.60 -0.03 0.38  0.2112
H 1.55 -0.43 -1.17  0.3312
H 0.46 0.44 -2.29  0.3719
H -1.41 -1.03 -1.56  0.3562
H -0.11 -1.93 -2.40  0.4231
H 0.48 -2.92 -0.37  0.1951
H -1.05 -2.67 0.05  0.1630
H 1.95 1.61 0.20  0.3755
H 0.86 1.89 1.47  0.4044
H 1.57 -0.88 1.14  0.1992
H 2.43 0.28 2.08  0.2093
H -2.61 0.95 1.74  0.3104
H -1.14 0.28 2.00  0.4713
O -2.09 0.22 2.09  -0.6695

The HOMO energy is -8.85 eV. Its spin multiplicity is 1.


Entry B
Entry from OMol25: a cluster of 2 separate species, C4H15N3O in total (ωB97M-V/def2-TZVPD).

Last column: Mulliken charge in e.
Element x y z (Å)
C 0.72 1.15 1.46  -0.5790
N -0.17 1.90 0.53  -0.3784
C -0.42 1.41 -0.83  -0.4400
C -1.56 0.41 -1.09  -0.6339
N -1.61 -1.01 -0.64  -0.6129
C 0.20 -0.24 2.09  -0.5935
N 1.01 -1.29 1.53  -0.5165
H 0.86 1.95 2.24  0.3144
H 1.73 1.10 1.02  0.3974
H -1.10 1.90 0.90  0.2318
H 0.48 0.89 -1.21  0.1809
H -0.65 2.35 -1.39  0.3371
H -2.60 0.74 -0.84  0.3250
H -1.60 0.38 -2.21  0.4042
H -1.08 -1.66 -1.20  0.3752
H -1.02 -0.82 0.18  -0.0419
H -0.91 -0.27 1.98  0.4566
H 0.20 0.02 3.17  0.3657
H 0.56 -1.67 0.71  0.2128
H 1.43 -1.98 2.12  0.1861
H 1.81 -2.08 -3.30  0.2866
H 2.21 -1.30 -2.08  0.3156
O 1.42 -1.63 -2.53  -0.5932

The HOMO energy is -8.29 eV. Its spin multiplicity is 1.


entry A takes first place; second place is 134.9 kJ/mol up.